C2H9NS | the ωB97M-V functional and the def2-TZVPD basis

Computed properties:
E_HOMO = -8.538 eV
charge = 0
SMILES string = [H][H].C1CS1.N
frontier orbital gap = 9.4673 eV
lowest unoccupied orbital energy = 0.929 eV

XYZ file:
```
13
Properties=species:S:1:pos:R:3:forces:R:3
N 2.384594 0.733194 1.983347 1.15 0.97 0.47
H 3.092007 1.068992 2.646254 0.06 -0.75 0.28
H -3.614843 -2.407670 1.096667 0.36 0.22 -1.05
H 2.770231 1.217415 1.169232 -0.62 -0.19 -0.35
H 1.612411 1.300813 2.312209 -0.53 0.04 -0.38
C -1.326124 0.186975 0.039886 0.87 -0.83 -0.77
C -0.125099 -0.669600 0.185789 0.58 1.18 -1.69
S -0.344556 0.015518 -1.548227 -0.81 0.08 0.58
H -3.844227 -2.553770 1.756220 -0.36 -0.22 1.04
H -1.313936 1.243019 0.257412 0.03 -0.15 0.73
H -2.239474 -0.367891 0.185250 -0.41 0.31 -0.50
H 0.797258 -0.265606 0.578983 -0.16 -0.43 0.45
H -0.208124 -1.715875 -0.067948 -0.16 -0.24 1.18
```
Forces are in eV/Å.

Atom charges from the Mulliken analysis, given in e for atoms 1 to 2:
1 N -0.73
2 H 0.26

H16O8 | the ωB97M-V functional and the def2-TZVPD basis

Computed properties:
E_HOMO = -10.675 eV
charge = 0
SMILES string = O.O.O.O.O.O.O.O
frontier orbital gap = 10.3808 eV
lowest unoccupied orbital energy = -0.294 eV

XYZ file:
```
24
Properties=species:S:1:pos:R:3:forces:R:3
H 0.689931 1.775684 0.143351 0.04 0.01 0.02
H 0.947518 0.476329 -0.601878 -0.06 -0.02 0.04
H -2.531674 1.897992 -0.361219 -0.40 -0.08 -0.22
H -1.759827 0.624565 -0.056792 0.17 -0.13 0.17
H -1.218357 -2.735744 -1.601958 -0.14 -0.10 0.04
H -0.104151 -3.478796 -0.883307 -0.20 -0.26 -0.06
H -2.125423 3.565036 0.480074 -0.04 0.15 0.12
H -3.121501 4.650068 0.105140 -0.06 -0.09 -0.11
H 3.154619 -1.426271 -0.056459 0.09 -0.17 0.00
H 3.482475 -0.774673 -1.389866 0.20 0.06 0.00
H -3.333502 -1.400179 0.062998 0.03 0.09 0.10
H -4.423446 -2.069443 0.884065 0.10 0.00 -0.05
H 4.359728 2.173743 0.174660 0.16 -0.01 0.06
H 4.255340 0.796736 0.809479 0.16 -0.11 -0.28
H 0.766321 -2.103997 0.293278 -0.43 0.07 0.13
H 1.079903 -1.144889 1.429861 -0.18 0.12 0.16
O 0.552708 0.823711 0.205859 0.03 0.32 -0.14
O -2.652663 0.987439 -0.069254 0.20 -0.10 -0.01
O -0.906776 -2.970552 -0.720611 0.19 -0.07 -0.55
O -2.644627 3.896783 -0.261115 0.21 0.10 0.14
O 3.828725 -0.898233 -0.498892 -0.56 -0.42 0.00
O -3.584637 -2.248911 0.444542 -0.24 0.02 -0.02
O 4.866580 1.369251 0.332404 -0.05 0.62 0.22
O 0.422736 -1.785638 1.135648 0.76 0.00 0.26
```
Forces are in eV/Å.

Atom charges from the Mulliken analysis, given in e for atoms 1 to 2:
1 H 0.26
2 H 0.32